DFT (wB97M-V/def2-TZVPD) results for a molecular structure, C11H12EuN2P in a non-equilibrium geometry.

Geometry (Å):
C1 -0.241 0.366 -2.695
C2 -1.387 1.021 -3.193
C3 -1.084 2.397 -3.408
C4 0.276 2.637 -3.055
C5 0.855 1.433 -2.596
Eu1 2.198 -1.224 -0.524
P1 -0.138 -2.931 -0.161
H1 -0.123 -0.697 -2.458
H2 -2.350 0.548 -3.379
H3 -1.779 3.143 -3.786
H4 1.885 1.257 -2.266
H5 0.790 3.595 -3.123
H6 -0.283 -4.046 -1.053
H7 -1.506 -2.520 -0.238
H8 -0.306 -3.698 1.034
N1 1.575 -2.057 5.248
C6 1.189 -1.413 4.347
C7 0.704 -0.618 3.237
C8 -0.564 -0.037 3.255
C9 -1.003 0.705 2.162
C10 -0.172 0.816 1.049
N2 1.027 0.204 1.018
C11 1.504 -0.458 2.100
H9 -1.197 -0.165 4.136
H10 -1.977 1.189 2.149
H11 -0.441 1.374 0.150
H12 2.548 -0.823 2.052

Cartesian forces, eV/Å:
2.1 2.2 0.4
0.4 0.4 0.2
0.5 -0.6 0.3
-0.3 -0.6 0.3
-2.2 -1.9 -0.2
0.3 0.8 -1.3
-1.3 -1.0 0.1
-0.1 0.1 -0.2
0.2 0.1 0.0
0.2 -0.2 0.1
-0.2 0.2 -0.2
-0.1 -0.2 0.0
0.1 0.4 0.3
0.3 0.0 0.0
0.2 0.3 -0.4
-0.9 1.5 -2.1
0.7 -1.1 1.8
0.1 -0.4 0.2
0.0 -0.2 0.3
0.1 0.2 -0.4
0.1 -0.4 0.3
0.3 0.1 0.4
-0.3 0.4 0.0
0.2 0.1 -0.3
0.3 -0.1 0.1
0.0 -0.2 0.1
-0.7 0.1 0.3

Values from the calculation:
HOMO energy (alpha / beta) (Eh): -0.199 / -0.219
2S+1: 7
⟨S²⟩: 12.01
F_max (eV/A): 3.03
Relative energy (zero: lowest compared OMol25 entry of this formula, charge and spin) (kcal/mol): 14.0
Calculated total energy (hartree): -1587.241528
HOMO-LUMO gap (alpha / beta) (Ha): 0.152 / 0.187



DFT (wB97M-V/def2-TZVPD) results for C11H12N2 in the gas phase in a non-equilibrium geometry.

Geometry (Å):
C1 -0.090 0.527 -2.497
C2 1.049 -0.470 -2.165
C3 0.633 -1.580 -1.133
C4 -0.310 -0.925 -0.103
C5 -1.649 -1.146 -0.170
C6 -2.497 -0.480 0.789
C7 -1.953 0.333 1.722
C8 -0.549 0.584 1.807
N1 -0.115 1.454 2.766
C9 1.189 1.599 2.717
C10 2.057 0.962 1.785
N2 1.638 0.125 0.864
C11 0.287 -0.064 0.880
H1 0.119 1.086 -3.422
H2 -1.042 -0.012 -2.637
H3 -0.243 1.283 -1.711
H4 1.423 -0.896 -3.106
H5 1.851 0.113 -1.688
H6 0.161 -2.442 -1.618
H7 1.512 -1.877 -0.542
H8 -2.040 -1.786 -0.960
H9 -3.573 -0.644 0.713
H10 -2.633 0.820 2.424
H11 1.644 2.280 3.447
H12 3.131 1.157 1.839

Cartesian forces, eV/Å:
-0.1 -0.2 -0.3
-0.2 0.3 0.3
-0.1 1.4 0.5
1.0 -1.1 -0.9
-0.3 0.8 1.0
0.2 -0.9 -1.3
-0.5 0.4 0.6
-1.3 -0.1 0.0
1.1 -0.7 -0.8
0.3 0.6 0.5
0.0 -0.2 0.0
-0.3 0.5 0.7
-0.3 -0.2 -0.4
0.0 -0.3 0.3
0.3 0.3 0.0
0.0 -0.4 -0.1
0.0 -0.1 0.4
0.0 -0.3 -0.3
0.1 0.2 0.2
-0.1 -0.2 -0.6
-0.1 0.1 0.3
0.3 0.2 0.2
0.5 0.0 0.0
-0.2 -0.2 -0.2
-0.3 0.0 0.0

Values from the calculation:
HOMO energy (Eh): -0.328
SMILES: CCCc1cccc2nccnc12
F_max (eV/A): 1.73
Relative energy (zero: lowest compared OMol25 entry of this formula, charge and spin) (kcal/mol): 7.9
Calculated total energy (hartree): -535.870708
HOMO-LUMO gap (Ha): 0.321



DFT (wB97M-V/def2-TZVPD) results for C11H12N2O in the gas phase in a non-equilibrium geometry.

Geometry (Å):
C1 1.178 0.542 2.498
C2 2.297 0.579 1.532
N1 2.035 -0.175 0.219
C3 0.953 0.109 -0.591
C4 1.099 1.190 -1.495
C5 0.123 1.356 -2.471
C6 -1.162 0.728 -2.173
O1 -2.278 0.943 -2.979
C7 -1.372 -0.412 -1.262
N2 -2.696 -0.823 -1.195
C8 -2.784 -1.658 -0.083
C9 -1.805 -1.917 0.907
C10 -0.506 -1.519 0.721
C11 -0.221 -0.546 -0.283
H1 0.248 0.451 1.818
H2 1.181 -0.359 2.981
H3 1.103 1.424 3.243
H4 2.257 1.783 1.351
H5 3.395 0.469 1.859
H6 2.920 -0.107 -0.299
H7 1.842 2.011 -1.442
H8 0.078 2.044 -3.262
H9 -2.862 0.227 -2.762
H10 -3.795 -2.073 0.189
H11 -1.798 -2.463 1.905
H12 0.570 -1.802 1.075

Cartesian forces, eV/Å:
-2.0 1.3 -0.7
1.3 4.2 -2.1
3.3 -0.1 2.7
1.1 2.7 0.3
-0.7 -0.5 -0.2
-4.3 -1.7 2.2
0.3 -1.8 -2.2
2.4 1.3 0.1
1.6 4.5 0.6
2.8 -3.2 3.9
-2.4 1.2 -0.2
2.2 -0.9 1.2
3.6 1.2 -1.6
-4.8 -1.9 -3.4
1.1 0.9 1.5
-0.1 -2.3 1.9
0.2 -1.5 -1.4
0.6 -2.3 -0.5
-1.9 -0.6 -0.3
-0.8 -0.1 0.2
0.3 -1.4 0.1
0.4 1.1 -0.8
-1.0 -0.6 0.3
1.0 0.5 -0.8
-1.6 0.1 -1.7
-2.6 -0.2 0.9

Values from the calculation:
HOMO energy (Eh): -0.281
SMILES: CCNc1ccc(O)c2ncccc12
F_max (eV/A): 6.21
Relative energy (zero: lowest compared OMol25 entry of this formula, charge and spin) (kcal/mol): 103.2
Calculated total energy (hartree): -610.978852
HOMO-LUMO gap (Ha): 0.270



DFT (wB97M-V/def2-TZVPD) results for a molecular structure, C11H12N2O4Sc in a non-equilibrium geometry.

Geometry (Å):
Sc1 -0.174 -0.206 -0.909
O1 -2.537 -2.092 0.050
C1 -1.674 -1.400 -0.339
C2 1.345 1.044 -1.237
O2 2.251 1.782 -1.373
C3 -1.455 1.343 -0.997
O3 -2.186 2.237 -1.005
C4 1.089 -1.746 -0.835
O4 1.825 -2.636 -0.767
C5 -1.242 -1.400 -5.801
H1 -1.110 -2.498 -5.712
H2 -2.298 -1.058 -5.787
C6 -0.252 -0.598 -6.096
H3 -0.408 0.471 -6.348
H4 0.780 -0.969 -6.274
C7 -1.229 1.741 4.264
C8 -0.452 1.030 3.274
C9 0.784 0.409 3.401
C10 1.185 -0.109 2.164
N1 0.200 0.155 1.274
N2 -0.801 0.871 2.028
C11 2.450 -0.787 1.909
H5 -1.450 1.065 5.085
H6 -0.622 2.552 4.659
H7 -2.125 2.125 3.849
H8 1.378 0.349 4.316
H9 -1.650 1.191 1.557
H10 3.261 -0.144 2.272
H11 2.480 -1.705 2.503
H12 2.639 -1.017 0.877

Cartesian forces, eV/Å:
0.1 0.0 0.8
5.0 4.0 -2.2
-9.4 -7.4 3.8
9.9 8.4 -2.0
-5.5 -4.5 0.9
-7.0 8.7 -0.6
3.3 -4.0 0.0
7.4 -9.2 0.4
-3.6 4.2 -0.4
-2.0 -1.6 0.4
0.0 0.8 0.0
0.8 -0.1 0.1
2.0 1.6 -0.8
0.0 -0.8 0.3
-0.8 0.2 0.3
0.3 0.0 0.4
0.2 0.0 0.3
2.0 -0.9 0.3
-1.1 1.1 1.7
-1.6 0.4 -1.4
-0.2 -0.7 -2.7
0.6 -0.1 0.4
-0.1 -0.1 0.3
0.1 0.2 0.2
-0.9 0.4 -0.2
-0.3 0.1 -0.3
0.4 -0.1 0.6
0.0 -0.2 -0.1
0.1 0.0 -0.1
0.2 0.0 -0.3

Values from the calculation:
HOMO energy (alpha / beta) (Eh): -0.651 / -0.651
Net charge: +3
F_max (eV/A): 13.10
Calculated total energy (hartree): -1596.196718
HOMO-LUMO gap (alpha / beta) (Ha): 0.079 / 0.065



DFT (wB97M-V/def2-TZVPD) results for C11H12N2O6 in the gas phase in a non-equilibrium geometry.

Geometry (Å):
O1 2.181 1.009 1.026
C1 3.094 0.760 0.272
O2 3.587 1.639 -0.581
C2 3.800 -0.570 0.222
C3 2.837 -1.711 0.551
C4 1.790 -1.911 -0.552
C5 0.865 -0.711 -0.680
O3 1.055 0.188 -1.469
N1 -0.181 -0.731 0.196
C6 -1.320 0.106 0.120
C7 -2.563 -0.501 0.103
C8 -3.722 0.255 -0.011
N2 -4.991 -0.404 -0.012
O4 -5.002 -1.613 0.126
O5 -5.986 0.279 -0.148
C9 -3.650 1.640 -0.133
C10 -2.420 2.249 -0.094
C11 -1.235 1.513 0.061
O6 -0.112 2.213 0.172
H1 3.077 2.466 -0.581
H2 4.606 -0.542 0.959
H3 4.244 -0.691 -0.766
H4 2.339 -1.489 1.498
H5 3.405 -2.635 0.668
H6 2.296 -2.037 -1.510
H7 1.209 -2.810 -0.343
H8 -0.326 -1.583 0.718
H9 -2.649 -1.576 0.171
H10 -4.559 2.211 -0.239
H11 -2.328 3.321 -0.159
H12 0.662 1.663 0.415

Cartesian forces, eV/Å:
0.0 0.0 0.2
0.0 0.1 0.2
0.4 0.3 -0.5
-0.2 -0.1 0.1
0.0 0.1 -0.1
0.1 0.1 0.1
-0.1 -0.6 -0.1
0.0 0.1 -0.3
-0.2 -0.2 0.3
-0.2 0.4 -0.2
-0.3 0.2 0.0
1.2 0.6 0.0
-0.5 -0.3 0.0
-0.1 -0.2 0.0
-0.2 0.1 0.0
-0.2 -0.3 0.0
0.3 -0.1 0.0
-0.4 -0.2 0.0
0.2 0.0 0.1
-0.1 -0.2 0.2
0.0 0.1 -0.1
0.1 0.0 0.0
0.1 -0.1 0.0
0.0 0.0 0.0
-0.1 0.0 0.0
0.0 0.0 0.0
0.1 0.1 -0.1
0.0 0.0 0.0
0.0 0.0 0.0
0.0 0.1 0.0
-0.1 0.1 0.0

Values from the calculation:
HOMO energy (Eh): -0.326
SMILES: O=C(O)CCCC(=O)Nc1cc([N+](=O)[O-])ccc1O
F_max (eV/A): 1.33
Relative energy (zero: lowest compared OMol25 entry of this formula, charge and spin) (kcal/mol): 66.2
Calculated total energy (hartree): -987.292806
HOMO-LUMO gap (Ha): 0.319



DFT (wB97M-V/def2-TZVPD) results for C11H12N6 in the gas phase in a non-equilibrium geometry.

Geometry (Å):
N1 -1.690 2.057 -3.251
C1 -1.967 2.053 -1.829
C2 -0.844 2.528 -0.941
N2 -0.036 1.319 -0.633
C3 -0.147 0.790 0.635
N3 -0.904 1.484 1.452
C4 -1.218 1.153 2.668
N4 -0.822 -0.024 3.134
C5 -0.096 -0.818 2.346
N5 0.564 -2.065 2.540
C6 1.355 -2.470 1.449
C7 2.342 -3.338 1.141
N6 2.910 -3.511 -0.088
C8 2.420 -2.640 -1.034
C9 1.572 -1.537 -0.759
C10 0.984 -1.572 0.474
C11 0.241 -0.464 1.059
H1 -1.751 3.039 -3.650
H2 -2.189 1.380 -3.821
H3 -2.400 1.132 -1.490
H4 -2.764 2.865 -1.620
H5 -0.338 3.247 -1.473
H6 -1.178 3.048 -0.089
H7 0.538 0.844 -1.314
H8 -1.820 1.787 3.300
H9 0.560 -2.542 3.424
H10 2.635 -3.998 1.947
H11 2.689 -2.870 -2.018
H12 1.355 -0.879 -1.558

Cartesian forces, eV/Å:
0.8 1.2 -0.8
-2.7 3.0 0.2
0.1 -3.2 -1.1
0.6 0.6 1.6
-1.2 0.1 -1.6
-0.9 3.1 -0.1
1.4 -2.6 -0.8
0.1 -1.8 2.5
0.9 0.0 -0.7
-0.3 -0.3 2.2
-2.5 2.2 -0.1
1.3 -2.2 0.3
-2.2 1.8 0.1
0.0 -0.1 2.1
1.2 -3.2 -0.5
0.4 3.8 -1.3
0.4 -1.3 -0.9
0.0 -2.1 0.6
0.0 0.4 0.4
0.0 -0.6 0.1
0.5 -1.2 -0.3
1.9 1.4 -1.4
-0.4 -0.2 1.2
-0.3 0.5 0.0
-0.1 0.1 0.0
0.0 0.0 0.1
0.6 -0.3 -0.2
0.8 0.0 -1.3
-0.3 0.6 -0.5

Values from the calculation:
HOMO energy (Eh): -0.308
SMILES: NCCNc1ncnc2[nH]c3cnccc3c12
F_max (eV/A): 4.08
Relative energy (zero: lowest compared OMol25 entry of this formula, charge and spin) (kcal/mol): 40.3
Calculated total energy (hartree): -754.876367
HOMO-LUMO gap (Ha): 0.323



DFT (wB97M-V/def2-TZVPD) results for 2 unconnected molecules or ions with the total composition C11H12NO2 in a non-equilibrium geometry.

Geometry (Å):
C1 -0.862 1.658 3.482
C2 -0.741 1.788 0.945
C3 -0.165 -0.228 0.337
C4 -0.778 1.017 2.114
C5 -0.399 -0.312 1.692
C6 0.392 -1.325 -0.356
C7 0.500 -2.501 0.306
C8 -0.452 -1.532 2.397
C9 0.032 -2.628 1.709
N1 -0.423 1.022 -0.148
H1 -0.454 1.372 -1.188
H2 -0.962 2.843 0.996
H3 0.564 -1.134 -1.428
H4 -1.509 2.538 3.291
H5 0.059 1.853 3.972
H6 1.204 -3.312 0.033
H7 -1.158 -1.758 3.158
H8 -0.240 -3.639 2.117
H9 -1.469 0.991 4.172
C10 1.370 -0.105 -4.160
C11 0.414 1.125 -3.655
O1 -0.294 0.834 -2.666
O2 0.587 2.190 -4.264
H10 0.978 -1.071 -3.941
H11 2.362 0.189 -3.699
H12 1.445 0.124 -5.217

Cartesian forces, eV/Å:
-3.2 -1.4 -0.7
-0.5 -1.0 1.7
0.7 -0.9 -1.6
1.2 0.9 -1.2
-1.1 1.7 2.2
-0.8 0.9 -1.1
1.1 -1.4 2.7
0.4 -1.4 -2.4
-0.8 -0.2 -1.0
-0.2 1.7 -0.3
0.4 -1.4 1.7
0.1 0.0 -0.7
0.4 -0.5 0.6
0.6 0.0 0.7
1.0 0.3 0.4
-1.0 0.3 -0.7
0.1 0.6 1.3
0.8 0.8 -0.5
0.7 0.7 -0.5
0.2 3.3 0.3
1.4 -1.4 -0.4
-0.4 0.3 -0.5
-0.4 0.0 0.2
0.0 -0.7 0.3
-1.0 -0.9 -0.4
0.2 -0.5 -0.4

Values from the calculation:
HOMO energy (alpha / beta) (Eh): 0.132 / -0.055
Net charge: -2
2S+1: 2
⟨S²⟩: 0.75
F_max (eV/A): 3.54
Relative energy (zero: lowest compared OMol25 entry of this formula, charge and spin) (kcal/mol): 21.3
Calculated total energy (hartree): -631.507191
HOMO-LUMO gap (alpha / beta) (Ha): 0.077 / 0.262



DFT (wB97M-V/def2-TZVPD) results for a gas-phase ion, C11H12NO5 (charge -1) in a non-equilibrium geometry.

Geometry (Å):
O1 1.584 -0.689 2.025
C1 2.599 -0.211 1.480
O2 3.725 -0.029 1.976
C2 2.471 0.285 0.015
N1 1.092 0.206 -0.500
C3 0.684 1.380 -1.217
O3 -0.188 2.195 -0.407
C4 -1.229 1.443 0.109
C5 -2.317 1.148 -0.706
C6 -3.343 0.370 -0.179
C7 -3.292 -0.104 1.127
C8 -2.204 0.210 1.935
C9 -1.176 0.990 1.421
C10 0.820 -0.982 -1.315
C11 1.547 -2.251 -0.921
O4 2.419 -2.686 -1.619
O5 1.219 -2.887 0.197
H1 2.729 1.341 0.079
H2 3.212 -0.174 -0.643
H3 0.133 1.119 -2.125
H4 1.513 2.020 -1.514
H5 -2.358 1.516 -1.720
H6 -4.183 0.118 -0.815
H7 -4.096 -0.715 1.513
H8 -2.107 -0.149 2.946
H9 -0.296 1.248 1.988
H10 0.986 -0.836 -2.383
H11 -0.257 -1.183 -1.209
H12 0.312 -2.696 0.462

Cartesian forces, eV/Å:
-0.3 0.1 -0.1
0.0 -0.3 0.5
0.4 0.1 -0.1
-0.5 0.4 0.5
1.0 -0.1 -1.3
-0.5 -0.1 0.4
0.1 0.0 0.1
-0.1 0.2 -0.2
0.0 -0.2 0.6
-0.1 -0.1 -0.1
0.1 0.1 0.0
0.2 0.3 -0.4
0.1 0.2 -0.3
-1.2 -0.1 0.7
0.4 0.4 -0.3
0.5 -0.2 -0.3
-0.5 -0.7 -0.1
0.1 0.1 0.0
0.0 -0.2 0.0
-0.1 -0.2 0.0
0.1 0.2 0.2
0.0 0.0 -0.1
-0.1 0.0 0.0
-0.1 -0.1 0.0
-0.2 -0.1 0.1
0.1 -0.2 0.2
0.4 0.0 -0.1
-0.1 0.0 -0.1
0.2 0.6 0.4

Values from the calculation:
HOMO energy (Eh): -0.159
Net charge: -1
SMILES: O=C([O-])CN(COc1ccccc1)CC(=O)O
F_max (eV/A): 1.62
Relative energy (zero: lowest compared OMol25 entry of this formula, charge and spin) (kcal/mol): 0.0
Calculated total energy (hartree): -857.375294
HOMO-LUMO gap (Ha): 0.269